(1)
{
  "formula": "C8H22CuN2O10S2",
  "method": "ωB97M-V/def2-TZVPD",
  "symbols": ["H", "H", "C", "H", "H", "O", "C", "S", "C", "H", "O", "C", "O", "C", "H", "Cu", "H", "H", "H", "H", "O", "H", "S", "O", "O", "C", "H", "H", "O", "H", "O", "C", "H", "O", "N", "H", "H", "C", "N", "H", "H", "H", "H", "H", "O"],
  "xyz": [[2.533266, 1.640434, 0.358662], [3.033342, -1.141370, -0.751527], [-2.448830, -0.817937, -1.448495], [2.736907, 1.462934, -2.350463], [5.672052, 2.811615, 0.339864], [1.963452, -1.868538, 1.907774], [-5.574717, 2.021481, -1.035021], [1.709334, -0.997448, 3.069349], [2.655207, -0.127484, -0.858156], [0.917889, -0.344782, -1.810134], [-0.258101, -5.089524, 0.770141], [3.118034, 0.442641, -2.222091], [-0.069431, -2.952976, -0.401959], [3.184795, 0.760778, 0.271851], [4.119371, 2.898340, 1.090931], [0.162742, -1.333257, 0.817388], [4.198520, 0.486924, -2.375856], [-1.638391, 0.525972, 1.473892], [-2.519797, -0.781081, 1.165540], [-2.848918, -0.471872, -2.409122], [-1.056526, -2.993665, 1.670945], [-3.114242, -1.609041, -1.098805], [-0.936902, -3.825200, 0.456056], [1.277348, -1.780362, 4.219233], [2.879164, -0.174341, 3.376956], [4.939634, 2.200648, 0.871507], [5.298600, 1.806308, 1.825225], [-1.691936, 1.074167, -0.891177], [-2.235607, -4.097540, -0.174170], [-6.183806, 1.601139, -0.224864], [4.526759, 1.155975, 0.032628], [-2.361452, 0.325221, -0.449026], [-1.471859, -1.226944, -1.695279], [-4.467047, 1.200237, -1.309542], [1.161948, -0.079862, -0.859214], [-4.258823, 0.522753, 0.614945], [2.715624, -0.102010, -3.083088], [-3.661090, 1.048263, -0.141976], [-1.754247, -0.220523, 0.784682], [3.105390, 0.215043, 1.217865], [-5.246690, 3.046312, -0.832127], [-3.435668, 2.022046, 0.312132], [-6.222898, 2.013276, -1.914458], [0.986755, 0.927005, -0.878106], [0.560846, -0.173754, 2.567091]],
  "atomic_forces_ev_per_a": [[0.05, 0.23, -0.11], [-0.35, -0.16, 0.21], [-0.76, 0.31, -0.76], [0.08, 0.10, 0.21], [0.38, -0.31, 0.11], [0.62, -0.82, -1.75], [-0.11, -0.43, -0.48], [0.02, -1.16, 1.79], [0.61, 0.93, -1.05], [-0.42, -0.53, 0.21], [-0.03, 0.41, -0.50], [0.09, 0.10, -0.30], [0.97, 1.68, -1.45], [-0.45, -0.84, 0.49], [-0.14, -0.19, 0.06], [0.35, -0.96, 1.12], [-0.04, -0.07, 0.34], [0.37, -0.17, -0.03], [0.72, -0.65, 0.27], [-0.17, 0.17, 0.18], [-0.71, 0.86, 0.84], [0.30, -0.21, 0.11], [-0.27, -2.44, 1.39], [0.14, 0.28, 0.20], [0.21, 0.60, -0.16], [-0.39, 0.18, 0.13], [0.19, 0.16, 0.01], [0.15, -0.02, 0.22], [-0.10, 0.62, -0.36], [0.16, 0.25, 0.26], [-0.10, 0.21, -0.57], [0.86, -0.19, -0.47], [0.06, -0.22, 0.56], [0.21, 0.31, 0.27], [0.82, 0.28, -0.04], [0.08, -0.32, -0.01], [-0.12, -0.32, 0.23], [-0.50, -0.23, -0.07], [-1.14, 0.91, -0.16], [0.03, 0.17, 0.00], [-0.20, 0.04, 0.23], [0.03, 0.18, -0.16], [0.17, 0.12, -0.09], [-0.36, -0.12, 0.36], [-1.34, 1.26, -1.25]],
  "mulliken_spin": [0.000, 0.002, -0.002, 0.000, 0.000, 0.037, 0.000, -0.008, -0.003, -0.001, 0.009, 0.000, 0.093, -0.001, 0.000, 0.729, 0.000, -0.001, -0.001, 0.000, 0.033, 0.000, -0.007, 0.006, 0.007, 0.000, 0.000, 0.001, 0.005, 0.000, 0.000, -0.003, 0.000, 0.000, 0.007, 0.000, 0.000, 0.001, 0.013, 0.000, 0.000, 0.000, 0.000, 0.000, 0.082],
  "multiplicity": 2,
  "e_homo_ev": [-1.71, -1.68],
  "mol_weight_da": 433.9,
  "total_charge": -2,
  "homo_lumo_gap_ev": [5.81, 5.79],
  "de_lowest_kj_mol": 0.0
}

(2)
{
  "formula": "C8H22F2HgNO9S2",
  "method": "ωB97M-V/def2-TZVPD",
  "symbols": ["C", "H", "F", "O", "H", "H", "H", "O", "Hg", "H", "O", "H", "H", "C", "H", "O", "O", "H", "H", "H", "H", "H", "C", "C", "H", "F", "O", "O", "S", "C", "H", "O", "H", "N", "H", "H", "H", "H", "C", "H", "S", "C", "H", "C", "O"],
  "xyz": [[-30.901986, 29.819704, -11.606110], [-25.768675, 29.828692, -9.978013], [-27.639161, 34.147978, -7.375191], [-29.282210, 30.008027, -9.767772], [-29.561862, 28.527831, -5.044887], [-29.678168, 29.173687, -9.486732], [-34.310744, 29.724880, -8.011275], [-29.046531, 35.884358, -8.005730], [-29.187149, 31.449816, -7.696651], [-24.345448, 30.234954, -8.888793], [-29.178595, 33.668227, -11.410332], [-33.486694, 30.768933, -9.170099], [-30.474482, 30.586669, -4.833286], [-33.335426, 29.978481, -8.439654], [-31.972067, 29.706179, -6.737241], [-31.583017, 31.489048, -7.815382], [-29.268601, 29.211532, -6.949764], [-32.913324, 29.053287, -8.821471], [-31.427185, 29.206688, -10.873684], [-30.890287, 29.300768, -12.569009], [-33.022978, 30.984852, -6.416282], [-29.124952, 30.998473, -11.600358], [-28.976157, 29.285552, -5.586905], [-25.791046, 31.785714, -8.950119], [-26.246424, 31.344156, -7.102130], [-31.059970, 32.816830, -10.249347], [-29.051478, 31.880971, -5.423456], [-26.704660, 31.364088, -7.947369], [-29.922005, 33.967805, -10.216664], [-32.488194, 30.518463, -7.248073], [-32.172834, 32.167674, -8.159022], [-27.276364, 35.005281, -9.489776], [-26.385699, 32.330718, -9.683207], [-29.239175, 33.423330, -8.822427], [-24.494306, 31.001254, -10.434273], [-29.040524, 30.487102, -3.847942], [-27.928079, 29.056488, -5.336907], [-28.821732, 29.242841, -11.586260], [-25.083730, 30.587734, -9.610770], [-25.019422, 32.398532, -8.480688], [-28.442586, 34.759740, -8.663829], [-29.372933, 30.624019, -4.887362], [-31.473976, 30.725403, -11.804070], [-29.452658, 30.043641, -11.191940], [-30.697827, 35.184950, -10.255747]],
  "atomic_forces_ev_per_a": [[0.06, -0.19, -0.69], [0.02, -0.08, 0.19], [-0.24, -0.01, -0.19], [-0.15, 0.27, -0.79], [-0.10, -0.13, 0.17], [0.24, 0.12, 0.63], [-0.15, -0.12, -0.31], [-0.81, -0.53, -1.44], [0.48, -1.33, 2.25], [-0.21, -0.62, -0.07], [0.16, 0.09, 0.95], [0.11, -0.22, -0.28], [-0.30, -0.21, 0.10], [-0.52, 0.05, 2.14], [0.72, 0.15, -0.50], [-0.76, -0.45, 0.63], [0.16, 1.06, -0.03], [0.18, 0.25, -0.40], [-0.07, -0.04, -0.06], [-0.14, -0.22, 0.08], [-0.55, 0.23, -0.42], [0.30, 0.04, 0.39], [-0.35, 0.42, -0.50], [-0.04, -0.85, -0.30], [-0.33, -0.03, 0.17], [0.18, 0.37, 0.18], [0.60, -1.33, -0.96], [0.35, -0.15, 0.06], [-3.52, -2.67, -3.90], [0.01, -0.16, -0.77], [0.40, 0.27, -0.16], [-1.96, -0.24, -0.87], [0.23, 0.27, 0.07], [-1.80, 2.02, -3.24], [-0.08, -0.18, -0.20], [0.32, 0.33, 0.15], [0.36, 0.10, -0.32], [0.02, 0.08, -0.28], [0.36, 1.24, 0.27], [-0.17, 0.44, -0.31], [7.01, 2.51, 6.99], [-0.90, 0.32, -0.10], [0.13, 0.16, 0.47], [-0.27, -0.15, 0.20], [1.01, -0.89, 1.00]],
  "mulliken_charge": [-0.828, 0.256, -0.326, -0.458, 0.332, 0.159, 0.372, -0.613, 2.148, 0.317, -0.620, 0.338, 0.151, -1.118, 0.225, -0.418, -0.803, 0.205, 0.099, 0.389, 0.365, 0.337, -0.574, -0.187, 0.164, -0.212, -0.813, -0.297, 0.852, -0.262, 0.163, -0.585, 0.126, -0.079, 0.384, 0.333, 0.310, 0.381, -1.178, 0.379, 0.884, -0.436, 0.186, -0.456, -0.593],
  "e_homo_ev": -4.45,
  "mol_weight_da": 579.0,
  "total_charge": -1,
  "homo_lumo_gap_ev": 6.67,
  "de_lowest_kj_mol": 0.0
}

(3)
{
  "formula": "C8H22FInN4O9P",
  "method": "ωB97M-V/def2-TZVPD",
  "symbols": ["N", "H", "H", "C", "H", "H", "H", "F", "H", "O", "H", "C", "In", "C", "C", "H", "H", "H", "H", "H", "H", "O", "O", "C", "O", "H", "N", "H", "H", "O", "H", "O", "H", "O", "N", "O", "C", "C", "N", "C", "H", "H", "O", "H", "P", "H"],
  "xyz": [[-4.293247, 3.071257, -3.548433], [3.223707, 3.650602, 0.415263], [8.795933, -5.996983, 1.668018], [-8.172208, -0.396189, -2.751300], [-1.413026, 1.047214, 1.727081], [1.866220, 0.103912, 1.252903], [8.366308, -4.734896, 0.460581], [-4.027066, 0.684693, 0.591243], [3.581088, 0.866451, 1.247492], [-3.731938, 2.943523, 0.315551], [-4.982559, 2.711940, -1.589767], [-5.386848, 2.729695, -2.601555], [-0.403626, 0.909387, -0.919421], [2.124551, 3.404250, 0.145715], [-1.608097, 1.729506, 0.815700], [4.562916, -3.022733, 4.500329], [-5.768535, 1.750867, -2.881159], [1.750779, 4.259272, -0.526498], [-1.242735, 2.804598, 1.016425], [-6.154652, 3.495517, -2.696656], [5.430161, -3.576663, 3.028536], [4.085355, -1.933465, 1.538940], [4.103016, -0.911847, 3.456587], [2.754393, 0.417320, 0.607657], [6.566021, -4.845330, 2.325363], [-0.300297, -0.910203, -0.884983], [-8.786034, 0.916400, -2.421035], [1.546971, 3.493336, 1.144630], [3.661773, -3.873394, 3.205345], [-8.039406, 1.879015, -2.390740], [-1.003403, 1.374001, -2.541484], [-3.188874, 3.264478, -3.077574], [3.065070, -0.477814, -0.018632], [-4.587141, 3.132216, -4.736168], [4.200662, -1.904709, 2.752531], [8.051728, -3.515993, 3.186161], [-3.161472, 1.843918, 0.552866], [4.486169, -3.196802, 3.428278], [7.693482, -4.382564, 2.408108], [8.712976, -4.928194, 1.475062], [9.661416, -4.427826, 1.660504], [-7.726525, -0.310437, -3.741648], [-9.986906, 0.936265, -2.204880], [-8.948689, -1.158600, -2.742409], [2.039523, 1.690361, -0.658260], [-7.416935, -0.605349, -1.994267]],
  "atomic_forces_ev_per_a": [[0.46, 0.08, 0.31], [-1.62, -0.39, -0.51], [-0.14, 0.10, -0.09], [-0.02, -0.34, -0.03], [-0.35, 1.03, -1.50], [1.49, 0.17, -0.45], [-0.06, -0.13, 0.12], [1.85, 1.57, -0.06], [-0.95, -0.83, -0.92], [1.73, -4.69, 0.69], [0.06, 0.05, -0.15], [0.18, -0.04, 0.31], [0.24, -0.44, -0.63], [0.28, 0.98, 1.54], [-2.24, -0.02, 1.22], [-0.07, 0.10, -0.16], [0.04, 0.26, -0.11], [0.49, -1.52, 0.76], [-0.78, -1.77, -0.27], [0.04, -0.19, -0.15], [-0.75, 0.26, 0.21], [0.32, -0.18, 0.79], [0.10, -0.29, -0.40], [-1.19, 0.51, 0.03], [0.98, -0.23, -0.11], [-0.07, 0.48, 0.21], [-0.23, 0.26, 0.10], [0.76, -0.11, -1.46], [0.14, 0.04, -0.12], [-0.75, -0.51, 0.05], [0.03, 0.02, 0.49], [-0.55, 0.03, -0.57], [-0.19, 1.33, 0.99], [0.15, 0.00, 0.26], [-0.20, 0.19, -0.05], [-0.37, -0.43, -0.27], [-0.22, 3.88, -0.07], [0.06, 0.06, 0.28], [0.10, 0.16, 0.14], [0.32, 0.02, -0.16], [-0.20, -0.01, 0.06], [0.07, 0.06, 0.16], [0.50, 0.13, -0.08], [0.05, 0.20, 0.03], [0.48, 0.03, -0.27], [0.02, 0.11, -0.15]],
  "mulliken_charge": [0.976, 0.272, 0.284, -0.729, 0.303, 0.218, 0.299, -0.295, 0.274, -0.593, 0.203, -0.520, 0.432, -0.929, -0.717, 0.305, 0.174, 0.281, 0.234, 0.280, 0.071, -0.473, -0.525, -0.797, -0.556, -0.319, 0.876, 0.234, 0.275, -0.506, -0.338, -0.484, 0.199, -0.609, 0.837, -0.495, 0.533, -0.479, 0.876, -0.742, 0.305, 0.276, -0.542, 0.317, 0.029, 0.285],
  "e_homo_ev": -3.43,
  "mol_weight_da": 483.1,
  "total_charge": -1,
  "homo_lumo_gap_ev": 4.41
}